The following is a quantum chemistry calculation of C36H63N9PSi2Ti as an isolated structure in a non-equilibrium geometry, from the Open Molecules 2025 dataset.

Calculated values
Total charge   +3
Orbital gap   0.2564 hartree
Maximum force   1.84 eV Å⁻¹

Each line ends with the Mulliken charge.
Cartesian coordinates (Å):
Ti  0.4709  0.0062  -0.2158  -1.42
C  2.4827  4.1632  -0.1365  -1.14
Si  1.1583  3.0574  0.6772  0.41
C  -0.4176  3.1420  -0.4142  -0.67
C  0.6966  3.4490  2.4891  -1.34
N  1.5037  1.3281  0.5718  0.93
C  2.5675  0.7324  1.2266  1.13
C  3.6284  1.4202  1.8124  -0.58
C  4.6986  0.7321  2.3556  -1.12
C  4.7278  -0.6535  2.3223  -1.30
C  3.6781  -1.3620  1.7631  -0.54
C  2.5798  -0.6966  1.2220  0.05
N  1.4881  -1.3060  0.6126  1.39
Si  1.1470  -3.0272  0.8133  0.23
C  -0.6889  -3.0999  0.2165  -0.73
C  2.2449  -4.0554  -0.3710  -1.07
C  1.2429  -3.6027  2.6260  -1.18
H  2.0139  5.0335  -0.5887  0.44
H  3.0464  3.6481  -0.9130  0.11
H  3.1985  4.5342  0.5910  0.50
H  -0.7983  4.1562  -0.3862  0.71
H  -1.2229  2.4995  -0.0544  0.06
H  -0.2085  2.9080  -1.4594  0.00
H  1.0534  4.4329  2.7734  0.49
H  1.1422  2.7438  3.1856  0.37
H  -0.3787  3.4534  2.6506  0.38
H  3.6151  2.4970  1.8276  0.44
H  5.5161  1.2812  2.7910  0.50
H  5.5715  -1.1827  2.7307  0.47
H  3.7226  -2.4370  1.7327  0.45
H  -0.8194  -3.8210  -0.5850  0.47
H  -1.0538  -2.1194  -0.1102  -0.04
H  -1.3336  -3.4391  1.0222  0.49
H  2.1844  -3.7346  -1.4104  0.17
H  1.9612  -5.1024  -0.3311  0.48
H  3.2918  -4.0057  -0.0862  0.35
H  0.5136  -3.1205  3.2733  0.33
H  2.2177  -3.4246  3.0684  0.40
H  1.0606  -4.6712  2.6896  0.46
C  5.7079  2.9921  -3.6136  -1.92
C  4.4250  2.6314  -4.3684  1.74
C  3.7086  3.9380  -4.7358  -1.59
C  4.7919  1.8437  -5.6416  -1.64
C  3.5163  1.7396  -3.5594  0.90
C  3.9276  1.0601  -2.4065  -0.92
C  3.0370  0.2833  -1.6927  -0.96
N  1.7533  0.0864  -2.0494  1.33
C  1.3949  0.6097  -3.2409  -0.96
C  2.2154  1.4413  -3.9837  -0.94
C  -1.2805  0.5228  -2.6006  -1.27
C  -2.2187  1.4524  -3.0316  -0.96
C  -3.3587  1.7628  -2.2844  1.20
C  -3.4484  1.1134  -1.0470  -1.64
C  -2.4052  0.3289  -0.5985  -0.83
N  -1.3196  0.0301  -1.3410  1.36
C  -4.4697  2.6048  -2.8608  1.66
C  -5.4243  3.1072  -1.7751  -1.83
C  -5.2377  1.6781  -3.8283  -1.51
C  -3.9361  3.8126  -3.6394  -1.65
H  6.2892  3.6901  -4.2094  0.46
H  6.3378  2.1253  -3.4322  0.42
H  5.4824  3.4819  -2.6688  0.40
H  4.4032  4.5831  -5.2647  0.48
H  3.3917  4.4603  -3.8368  0.35
H  2.8439  3.7854  -5.3747  0.35
H  5.5256  2.4069  -6.2102  0.48
H  3.9271  1.6667  -6.2760  0.34
H  5.2315  0.8831  -5.3849  0.38
H  4.9415  1.1375  -2.0480  0.58
H  3.3841  -0.2454  -0.8102  0.51
H  1.8355  1.8660  -4.9006  0.82
H  -2.0637  1.9247  -3.9910  0.53
H  -4.3042  1.2419  -0.4046  0.47
H  -2.4754  -0.1512  0.3770  0.66
H  -5.9273  2.2903  -1.2661  0.39
H  -6.1945  3.7282  -2.2215  0.44
H  -4.8913  3.7158  -1.0492  0.44
H  -5.6476  0.8146  -3.3082  0.37
H  -4.6029  1.3267  -4.6408  0.30
H  -6.0637  2.2310  -4.2673  0.48
H  -3.3594  4.4603  -2.9849  0.40
H  -4.7805  4.3812  -4.0177  0.47
H  -3.3248  3.5360  -4.4947  0.35
N  -1.6213  -0.7382  2.2650  -0.77
N  -0.5688  0.1698  1.8735  -0.26
H  -2.0574  -0.4490  3.1453  0.29
H  -1.2114  -1.6588  2.4199  0.05
H  0.2158  0.1614  2.5477  0.44
H  -0.9607  1.1190  1.9123  0.33
C  0.5349  -3.2653  -5.2267  -0.61
N  -0.5852  -3.0322  -4.1956  0.38
C  -1.8612  -2.6595  -4.9821  -0.84
N  -1.6190  -1.5901  -5.8617  0.31
C  -0.5615  -1.9071  -6.8073  -0.96
N  0.6596  -2.1509  -6.0694  0.38
C  1.1196  -0.9608  -5.3800  -1.32
P  -0.0953  -0.2886  -3.9764  1.58
C  -0.2424  -1.9976  -3.2063  -1.47
C  -1.5316  -0.2915  -5.2616  -1.08
H  0.2667  -4.1556  -5.8022  0.38
H  1.4634  -3.4432  -4.6776  0.34
H  -0.7642  -3.9109  -3.7041  0.42
H  -2.6325  -2.3979  -4.2512  0.36
H  -2.1659  -3.5499  -5.5436  0.39
H  -0.4189  -1.0857  -7.5102  0.37
H  -0.8348  -2.7990  -7.3749  0.35
H  1.2422  -0.1759  -6.1299  0.48
H  2.1191  -1.1595  -4.9800  0.50
H  -1.0243  -1.9795  -2.4385  0.62
H  0.7219  -2.2300  -2.7273  -0.15
H  -1.3354  0.4478  -6.0433  0.36
H  -2.4895  -0.0586  -4.7929  0.61



The following is a quantum chemistry calculation of C36H63N9PSi2Ti as an isolated structure, from the Open Molecules 2025 dataset.

Calculated values
Total charge   +3
Orbital gap   0.2599 hartree
Maximum force   0.24 eV Å⁻¹

Each line ends with the Mulliken charge.
Cartesian coordinates (Å):
Ti  1.4140  -0.3071  0.9749  -0.44
C  5.5777  -1.0691  1.4522  -1.23
Si  4.0383  -1.6284  2.3468  0.03
C  3.2635  -3.0538  1.4146  -0.86
C  4.3073  -2.0173  4.1423  -1.15
N  2.8214  -0.3192  2.1736  0.88
C  2.8967  0.9728  2.7600  0.80
C  3.9680  1.4431  3.5098  -0.80
C  3.9237  2.7239  4.0423  -1.11
C  2.8273  3.5425  3.8120  -0.87
C  1.7605  3.0905  3.0469  -0.54
C  1.7822  1.8030  2.5284  0.39
N  0.7409  1.2279  1.7320  0.91
Si  -0.9839  1.7339  1.8308  0.14
C  -1.8615  0.5619  0.6643  -0.97
C  -1.1736  3.4895  1.2282  -1.33
C  -1.5303  1.5137  3.5898  -0.97
H  6.4287  -1.6882  1.7458  0.44
H  5.8471  -0.0346  1.6743  0.42
H  5.4794  -1.1777  0.3676  0.33
H  4.0297  -3.8129  1.2380  0.56
H  2.8833  -2.7808  0.4218  0.13
H  2.4579  -3.5330  1.9736  0.16
H  4.4404  -3.0924  4.2798  0.43
H  3.4581  -1.7073  4.7545  0.32
H  5.1980  -1.5273  4.5377  0.41
H  4.8251  0.8099  3.6990  0.35
H  4.7484  3.0803  4.6440  0.46
H  2.7990  4.5375  4.2339  0.45
H  0.9131  3.7372  2.8658  0.31
H  -1.3237  0.3973  -0.2738  0.26
H  -2.8277  0.9908  0.3896  0.58
H  -2.0633  -0.4075  1.1251  0.12
H  -0.4249  3.7533  0.4783  0.39
H  -1.1102  4.2138  2.0413  0.44
H  -2.1584  3.6064  0.7700  0.41
H  -1.6597  0.4598  3.8435  0.22
H  -2.4873  2.0126  3.7579  0.45
H  -0.8100  1.9479  4.2865  0.36
C  -0.7012  -5.4089  5.3777  -1.54
C  -1.7330  -4.7401  4.4538  1.81
C  -2.4000  -5.8119  3.5933  -2.06
C  -2.8058  -4.0336  5.2993  -1.57
C  -1.0185  -3.6952  3.6159  -0.21
C  -0.3364  -2.6395  4.2310  -1.25
C  0.3171  -1.7025  3.4685  -1.57
N  0.3330  -1.7514  2.1257  1.65
C  -0.3182  -2.7511  1.5114  -0.17
C  -0.9975  -3.7233  2.2218  -0.45
C  -0.2446  -2.6996  0.0335  -0.36
C  -0.8561  -3.6169  -0.7897  -0.25
C  -0.7824  -3.4995  -2.1819  -0.04
C  -0.0888  -2.3958  -2.6706  -0.60
C  0.5090  -1.5126  -1.7949  -1.47
N  0.4634  -1.6560  -0.4625  1.07
C  -1.4409  -4.5382  -3.0714  1.66
C  -2.9427  -4.5865  -2.7462  -1.53
C  -0.8003  -5.9041  -2.7724  -1.52
C  -1.2612  -4.2165  -4.5541  -2.17
H  -1.1981  -6.1692  5.9798  0.46
H  -0.2407  -4.6968  6.0631  0.35
H  0.0881  -5.8971  4.8035  0.37
H  -2.8908  -6.5358  4.2423  0.42
H  -1.6753  -6.3609  2.9879  0.45
H  -3.1680  -5.3926  2.9394  0.45
H  -3.3209  -4.7709  5.9147  0.46
H  -3.5488  -3.5433  4.6679  0.37
H  -2.3754  -3.2891  5.9696  0.36
H  -0.3094  -2.5455  5.3073  0.66
H  0.8547  -0.8803  3.9229  0.79
H  -1.5084  -4.5138  1.6956  0.84
H  -1.4020  -4.4401  -0.3540  0.72
H  -0.0004  -2.2132  -3.7309  0.62
H  1.0392  -0.6455  -2.1676  0.74
H  -3.1325  -4.8767  -1.7120  0.32
H  -3.4243  -5.3258  -3.3858  0.47
H  -3.4194  -3.6218  -2.9276  0.37
H  -0.9438  -6.2071  -1.7343  0.33
H  0.2699  -5.8957  -2.9849  0.38
H  -1.2627  -6.6633  -3.4028  0.45
H  -1.7186  -3.2622  -4.8231  0.42
H  -1.7484  -4.9884  -5.1484  0.44
H  -0.2090  -4.2003  -4.8443  0.42
N  2.9325  0.5570  -1.8941  -0.89
N  2.8880  0.6799  -0.4581  -0.29
H  3.2223  -0.3920  -2.1070  0.23
H  3.6590  1.1674  -2.2587  0.32
H  2.6642  1.6542  -0.2575  0.36
H  3.8076  0.5240  -0.0439  0.27
C  -3.2807  6.9481  -5.3959  -0.76
N  -2.1889  7.7133  -4.6270  -0.02
C  -1.0182  7.9622  -5.5960  -0.76
N  -0.5565  6.7403  -6.1456  0.14
C  -1.6394  6.0520  -6.8447  -0.87
N  -2.7574  5.7536  -5.9515  0.14
C  -2.4111  4.7536  -4.9384  -0.69
P  -1.0218  5.2743  -3.8101  0.18
C  -1.7410  6.9524  -3.4115  -0.69
C  0.1082  5.8835  -5.1608  -0.76
H  -3.6262  7.6242  -6.1780  0.37
H  -4.0870  6.7501  -4.6908  0.38
H  -2.5676  8.6161  -4.3363  0.33
H  -0.2408  8.4743  -5.0305  0.38
H  -1.4083  8.6184  -6.3740  0.37
H  -1.2613  5.1249  -7.2708  0.36
H  -1.9957  6.6869  -7.6568  0.31
H  -2.1242  3.8305  -5.4451  0.43
H  -3.2966  4.5229  -4.3424  0.41
H  -0.9990  7.5623  -2.8948  0.45
H  -2.6034  6.8425  -2.7531  0.45
H  0.5328  5.0217  -5.6785  0.43
H  0.9453  6.4267  -4.7174  0.42